Record 1
Here is a 6-piece molecular cluster, C20H37N6O7 overall from the Open Molecules 2025 dataset. Energies are from wB97M-V/def2-TZVPD.

## Properties
- M (g/mol) = 473.55
- max |F| (eV/A) = 12.49
- gap between HOMO and LUMO (hartree) = 0.1251
- DFT total energy (hartree) = -1638.4444
- net charge = +1

```
70
Properties=species:S:1:pos:R:3:forces:R:3
C 2.953 -0.781 -1.170 0.830 1.365 2.190
C 2.188 -1.259 0.189 1.331 -2.571 -7.129
C 2.879 -0.627 1.261 1.617 1.684 2.261
C 2.027 -0.615 2.444 -1.496 0.950 4.895
C 0.704 0.125 2.113 6.764 1.143 0.930
C -0.007 -0.437 1.064 -5.716 1.684 -2.694
N 0.748 -0.809 -0.127 0.527 0.334 0.150
O 0.267 -0.745 -1.229 1.332 -0.667 2.223
C -1.025 0.739 0.530 2.139 0.681 8.923
C -0.808 -1.659 1.537 -2.412 0.606 1.982
C 2.245 -2.830 0.051 -2.888 -0.447 -0.550
H 2.919 0.321 -1.148 -0.110 -0.272 -0.189
H 2.497 -1.097 -2.046 -0.905 -0.838 -1.518
H 4.041 -1.015 -1.224 -0.888 -0.293 0.573
H 3.125 0.383 0.943 -0.180 0.431 0.201
H 3.880 -1.018 1.514 -0.529 -0.618 -0.640
H 2.417 -0.098 3.398 0.067 -0.317 -1.793
H 1.862 -1.597 2.924 -0.142 -0.092 -0.864
H 0.994 1.179 2.082 0.556 0.272 -1.741
H 0.123 0.390 2.871 -3.068 -0.614 3.847
H -1.694 1.292 1.405 2.069 -1.819 -1.709
H -1.658 0.310 0.005 -6.002 -3.681 -5.308
H -0.546 1.488 0.084 2.316 2.829 -2.042
H -1.861 -1.334 2.094 3.164 -0.523 -1.050
H -0.280 -2.468 2.049 0.323 0.721 0.559
H -1.217 -2.181 0.753 -1.045 -1.010 -2.453
H 2.031 -3.470 0.942 0.158 0.911 -0.482
H 3.201 -3.063 -0.355 0.782 -0.220 -0.059
H 1.467 -3.145 -0.766 1.399 0.488 1.493
N -4.194 -3.023 0.027 -0.209 0.029 3.483
C -4.303 -2.210 1.173 0.137 6.391 -10.735
C -4.409 -0.745 0.623 -1.238 -5.567 -0.603
C -4.664 -0.928 -0.851 2.718 -1.961 1.568
C -4.374 -2.412 -1.118 -1.135 5.226 -0.431
H -4.039 -4.020 0.027 -0.151 0.005 0.433
H -4.270 -2.416 2.091 0.398 -2.465 6.970
H -4.515 0.076 1.376 -0.008 -0.601 -1.358
H -4.647 -0.085 -1.612 -0.341 -1.505 1.039
H -4.357 -3.023 -2.004 -0.126 0.396 -0.317
N 0.843 5.212 3.347 -0.257 -0.135 2.760
C 0.134 3.993 3.278 -0.468 1.083 4.928
C -0.435 3.784 4.776 2.000 2.710 -3.115
C -0.029 4.935 5.525 3.334 0.888 -6.707
C 0.868 5.841 4.596 -2.131 -2.594 1.357
H 1.461 5.732 2.745 -0.265 -0.981 -1.200
H 0.214 3.311 2.432 -0.199 0.538 0.288
H -1.122 3.035 5.215 0.655 0.351 -0.908
H -0.221 5.229 6.474 -0.696 0.454 2.758
H 1.552 6.800 4.748 -1.978 -2.355 -0.249
C 2.666 3.607 -3.128 -7.299 4.027 -3.627
N 1.858 3.386 -1.996 -1.313 1.145 7.256
O 1.066 2.473 -1.963 0.134 -0.151 -0.630
O 2.003 4.134 -0.882 0.041 -2.518 -5.049
H 2.244 3.066 -4.021 0.320 0.827 1.086
H 3.549 3.358 -2.962 7.908 -2.345 1.742
H 2.631 4.732 -3.184 0.219 -1.115 -0.661
C -0.644 0.388 -4.381 -3.573 -1.839 -1.439
N -0.749 1.799 -4.801 -8.790 -2.879 3.978
O -1.867 2.347 -4.667 0.690 -1.206 -1.157
O 0.212 2.357 -4.828 9.063 5.355 -1.789
H 0.344 0.048 -4.476 1.280 -0.229 -0.243
H -1.348 -0.151 -5.127 1.170 0.437 1.559
H -1.016 0.275 -3.337 0.129 0.374 -0.958
C -0.426 -4.919 -2.656 2.233 2.567 -3.797
N -0.811 -5.703 -1.558 -0.960 -6.393 0.221
O -0.379 -5.461 -0.462 -0.140 0.873 0.577
O -1.478 -6.769 -1.823 1.356 3.293 0.713
H -0.982 -3.962 -2.394 0.589 -0.809 -1.363
H -0.600 -5.457 -3.732 -0.187 1.546 3.042
H 0.755 -4.624 -2.669 -2.905 -0.980 0.574
```
Positions in Å, forces in eV/Å.

Mulliken population analysis, charges in e, atoms 1 to 8:
1. C -1.673
2. C 0.799
3. C -0.985
4. C -1.119
5. C -1.960
6. C 2.131
7. N 1.033
8. O -0.060

Record 2
Here is a 3-piece molecular cluster, C20H38BrN3O4 overall from the Open Molecules 2025 dataset. Energies are from wB97M-V/def2-TZVPD.

## Properties
- structure (SMILES) = [H]/N=C(/N)NCCCC[C@H]1OC(=O)C[C@H]1C[C@@H](C)Br.C1CCOC1.C1CCOC1
- M (g/mol) = 464.44
- max |F| (eV/A) = 0.98
- gap between HOMO and LUMO (hartree) = 0.3493
- DFT total energy (hartree) = -3824.0837
- net charge = 0

```
66
Properties=species:S:1:pos:R:3:forces:R:3
C 0.698 2.998 1.172 -0.311 0.364 0.119
C 0.146 3.235 -0.227 0.296 -0.020 -0.105
Br 0.625 5.077 -0.760 -0.161 -0.026 0.018
C 0.635 2.278 -1.336 -0.278 0.043 0.112
C 1.038 0.862 -0.907 -0.002 -0.220 -0.240
C 1.669 0.117 -2.103 -0.517 -0.222 0.120
C 0.570 -0.838 -2.500 -0.086 -0.002 -0.177
O 0.185 -1.163 -3.585 0.311 -0.181 0.282
O 0.010 -1.283 -1.336 -0.411 0.312 -0.119
C -0.121 -0.112 -0.480 0.242 -0.097 0.190
C -1.552 0.404 -0.599 -0.055 0.068 0.196
C -2.510 -0.240 0.421 0.074 -0.069 -0.037
C -2.702 0.623 1.671 -0.008 0.101 -0.275
C -3.632 1.848 1.483 0.053 -0.354 0.001
N -3.896 2.252 0.085 -0.421 0.732 0.496
C -5.233 2.206 -0.356 -0.190 -0.418 -0.048
N -6.022 1.219 -0.191 0.148 0.286 -0.067
N -5.702 3.352 -1.041 0.851 -0.286 -0.254
H 1.705 3.407 1.267 0.065 -0.294 -0.036
H 0.077 3.528 1.900 0.092 -0.008 -0.064
H 0.680 1.942 1.444 0.041 0.001 -0.046
H -0.940 3.283 -0.209 0.069 -0.082 0.057
H 1.483 2.738 -1.848 0.047 -0.100 0.136
H -0.162 2.197 -2.084 0.121 0.085 -0.039
H 1.761 0.901 -0.093 -0.011 0.145 -0.043
H 1.971 0.735 -2.944 0.226 -0.008 0.127
H 2.469 -0.532 -1.739 0.262 0.244 -0.306
H 0.054 -0.479 0.535 0.000 0.093 -0.037
H -1.903 0.256 -1.624 0.072 -0.045 0.020
H -1.565 1.474 -0.429 -0.028 0.033 -0.032
H -3.472 -0.455 -0.051 0.031 0.005 0.030
H -2.088 -1.201 0.735 -0.142 -0.019 -0.089
H -3.107 0.014 2.480 0.105 0.039 0.013
H -1.715 0.956 2.010 -0.043 -0.039 0.054
H -3.215 2.706 2.017 -0.038 -0.038 -0.045
H -4.592 1.629 1.955 0.016 0.040 -0.099
H -3.506 3.168 -0.088 0.102 -0.074 -0.091
H -5.543 0.444 0.259 0.013 0.003 -0.010
H -5.947 3.110 -1.994 -0.433 -0.015 0.185
H -4.992 4.073 -1.094 -0.096 0.040 0.035
C 5.503 -3.413 -3.727 -0.035 -0.011 0.039
C 4.304 -3.436 -4.673 0.074 0.031 -0.033
C 3.574 -2.162 -4.272 -0.038 -0.022 0.047
O 4.579 -1.242 -3.835 -0.002 0.001 0.030
C 5.823 -1.925 -3.673 -0.002 -0.003 -0.059
H 6.345 -4.012 -4.071 0.002 0.002 -0.014
H 5.209 -3.773 -2.739 0.003 0.002 0.001
H 4.641 -3.369 -5.710 -0.003 0.001 0.000
H 3.682 -4.325 -4.574 -0.005 0.000 0.018
H 2.884 -2.349 -3.442 -0.029 -0.045 -0.040
H 3.010 -1.715 -5.089 -0.014 0.044 0.029
H 6.495 -1.635 -4.488 0.019 -0.020 0.010
H 6.274 -1.618 -2.729 -0.010 0.024 0.003
C -0.293 -2.089 5.850 -0.037 -0.042 -0.022
C 0.552 -2.254 4.589 0.038 0.041 0.020
C -0.384 -1.703 3.521 -0.059 -0.029 0.012
O -1.170 -0.692 4.156 0.075 -0.051 0.070
C -0.998 -0.768 5.575 0.021 0.043 -0.007
H 0.290 -2.070 6.769 0.016 0.007 -0.003
H -1.021 -2.900 5.924 -0.004 0.006 0.001
H 1.453 -1.640 4.657 -0.003 0.001 -0.006
H 0.853 -3.281 4.392 -0.015 -0.011 0.006
H -1.050 -2.482 3.136 0.026 -0.009 -0.017
H 0.150 -1.259 2.679 -0.013 0.024 -0.015
H -0.390 0.082 5.903 0.003 -0.012 0.025
H -1.976 -0.698 6.052 -0.015 0.015 -0.023
```
Positions in Å, forces in eV/Å.

Mulliken population analysis, charges in e, atoms 1 to 8:
1. C -1.317
2. C 0.574
3. Br -0.129
4. C -1.527
5. C 0.156
6. C -1.007
7. C 0.407
8. O -0.610

Record 3
Here is a 3-piece molecular cluster, C20H38Cl2N3 overall from the Open Molecules 2025 dataset. Energies are from wB97M-V/def2-TZVPD.

## Properties
- M (g/mol) = 391.45
- max |F| (eV/A) = 5.19
- gap between HOMO and LUMO (hartree) = 0.1756
- DFT total energy (hartree) = -1868.8773
- net charge = +1

```
63
Properties=species:S:1:pos:R:3:forces:R:3
C -2.398 5.368 -1.472 -0.212 0.588 -0.827
C -2.418 4.002 -2.378 1.558 -3.011 1.567
Cl -3.183 4.034 -4.098 1.449 0.046 3.273
C -1.839 2.714 -1.908 -1.447 2.765 -1.975
Cl -1.898 1.194 -3.024 0.257 2.480 2.181
N -1.210 2.497 -0.542 0.843 -1.397 3.452
C -1.725 1.266 0.234 1.761 0.364 2.576
C -1.200 0.823 1.722 1.729 3.910 -2.336
C -0.063 1.770 2.435 -1.324 1.381 -3.871
C 0.479 3.091 1.626 -3.565 -2.892 -2.426
C -0.151 3.362 0.104 -0.115 -1.876 2.462
H -3.090 5.323 -0.508 1.311 -0.154 -2.307
H -2.743 6.251 -2.199 0.613 -2.048 1.789
H -1.324 5.660 -1.107 -2.041 -0.804 -0.895
H -2.559 0.587 -0.278 2.109 1.895 0.956
H -1.618 -0.148 2.262 0.910 2.379 -1.477
H 0.354 1.541 3.505 -0.926 0.416 -2.325
H 1.273 3.867 2.014 -1.789 -1.902 -0.833
H 0.258 4.289 -0.486 -1.085 -2.214 1.029
C 7.048 0.984 1.665 0.034 0.081 -0.136
C 5.630 0.523 1.341 0.071 0.161 0.024
N 4.842 1.506 0.593 -0.533 0.218 0.031
C 3.413 1.183 0.537 0.305 0.026 0.365
C 3.002 -0.086 -0.200 -0.204 -0.165 -0.324
C 5.420 1.982 -0.666 0.396 0.150 0.258
C 5.751 0.941 -1.730 0.018 -0.123 -0.363
H 7.040 1.944 2.192 -0.030 -0.102 -0.115
H 7.539 0.250 2.311 -0.101 0.072 -0.110
H 7.660 1.086 0.763 -0.053 0.014 0.127
H 5.134 0.330 2.301 -0.192 0.087 -0.242
H 5.680 -0.438 0.819 0.054 -0.157 -0.011
H 2.862 2.032 0.113 0.236 0.054 -0.097
H 3.044 1.103 1.571 0.229 -0.002 -0.018
H 3.063 0.041 -1.285 0.066 -0.114 0.176
H 1.960 -0.325 0.031 -0.011 -0.016 0.017
H 3.604 -0.953 0.089 -0.044 0.145 -0.046
H 6.342 2.530 -0.432 -0.145 -0.152 0.110
H 4.764 2.742 -1.106 -0.133 -0.142 0.214
H 6.260 0.063 -1.319 -0.102 0.144 -0.035
H 6.418 1.383 -2.477 -0.064 -0.062 0.094
H 4.855 0.612 -2.263 0.147 -0.105 0.082
C -1.584 -2.588 -0.113 -0.029 -0.050 0.088
C -2.893 -3.040 -0.753 0.039 -0.370 0.203
N -3.519 -4.182 -0.082 -0.086 -0.131 -0.062
C -4.607 -4.787 -0.857 0.284 -0.180 -0.344
C -5.844 -3.939 -1.124 -0.385 0.057 0.078
C -3.791 -4.026 1.350 0.507 0.023 -0.032
C -4.676 -2.861 1.778 -0.301 0.114 0.266
H -0.875 -3.418 -0.036 -0.134 0.113 0.046
H -1.122 -1.806 -0.724 -0.030 -0.059 -0.013
H -1.742 -2.169 0.886 0.027 -0.105 0.000
H -2.657 -3.325 -1.787 -0.254 -0.125 0.168
H -3.573 -2.184 -0.815 -0.111 0.263 -0.075
H -4.917 -5.725 -0.382 0.170 0.194 0.134
H -4.196 -5.095 -1.831 0.101 0.141 0.221
H -6.470 -3.848 -0.231 0.088 0.095 -0.162
H -6.459 -4.416 -1.893 0.073 0.034 0.063
H -5.596 -2.936 -1.486 -0.009 -0.084 0.058
H -2.829 -3.930 1.870 -0.042 0.002 -0.173
H -4.215 -4.957 1.745 0.023 0.061 -0.317
H -4.412 -1.923 1.278 -0.044 -0.105 -0.018
H -4.565 -2.697 2.856 -0.016 -0.013 -0.088
H -5.733 -3.071 1.599 0.149 0.189 -0.053
```
Positions in Å, forces in eV/Å.

Mulliken population analysis, charges in e, atoms 1 to 8:
1. C -0.769
2. C 0.244
3. Cl -0.139
4. C 0.006
5. Cl -0.107
6. N 0.324
7. C -0.067
8. C -0.394